[1]
DFT (the ωB97M-V functional and the def2-TZVPD basis) results for the molecule C4H6ClF2N at a distorted geometry.

Spin multiplicity ... 1
ΔE to the lowest compared entry with this formula, charge and spin ... 0.00 kJ/mol
Gap between HOMO and LUMO ... 10.7 eV
Structure (SMILES) ... N[C@H]1C[C@H](Cl)C1(F)F
E_HOMO ... -9.78 eV
Calculated total energy ... -870.6785 hartree
M ... 141.55 Da

Last column: natural (NBO) charge in e.
Geometry (Å):
N: -1.630 -0.349 -0.612  -0.8491
C: -0.730 -0.019 0.450  -0.0997
C: 0.510 -0.944 0.534  -0.4171
C: 1.193 -0.015 -0.484  -0.2340
Cl: 2.993 0.165 -0.330  -0.0568
C: 0.247 1.075 0.019  0.6633
F: -0.122 2.011 -0.888  -0.3251
F: 0.821 1.733 1.083  -0.3371
H: -2.329 0.363 -0.797  0.3820
H: -2.008 -1.270 -0.590  0.3758
H: -1.219 0.224 1.446  0.1856
H: 0.366 -1.981 0.187  0.2246
H: 0.936 -0.813 1.521  0.2396
H: 0.972 -0.182 -1.540  0.2479

[2]
DFT (the ωB97M-V functional and the def2-TZVPD basis) results for a 2-piece molecular cluster, C4H8ClNO overall at a distorted geometry.

Spin multiplicity ... 1
ΔE to the lowest compared entry with this formula, charge and spin ... 578.71 kJ/mol
Gap between HOMO and LUMO ... 8.9 eV
E_HOMO ... -8.56 eV
Calculated total energy ... -747.1781 hartree
M ... 121.57 Da

Last column: natural (NBO) charge in e.
Geometry (Å):
C: 0.561 1.023 0.046  -0.0914
C: 0.640 0.205 1.226  -0.4415
C: -0.131 -0.398 0.051  0.0049
C: -1.551 -0.659 -0.272  -0.1278
H: 2.318 0.285 -0.786  0.4062
H: 1.400 2.343 -1.535  0.3241
H: -0.209 1.694 0.141  0.1954
H: -0.235 0.558 1.775  0.2238
H: 1.705 -0.060 1.580  0.2656
H: -1.744 -0.509 -1.457  0.2062
H: -1.993 0.210 0.239  0.1994
H: -1.663 -2.512 -0.197  0.4596
N: 1.745 1.347 -0.496  -0.7932
O: -1.954 -1.919 0.393  -0.6884
Cl: 1.111 -1.609 -0.706  -0.1429

[3]
DFT (the ωB97M-V functional and the def2-TZVPD basis) results for a 4-piece molecular cluster, C41H66I2N7O2Si overall at a distorted geometry.

Spin multiplicity ... 1
Gap between HOMO and LUMO ... 6.4 eV
Net charge ... +1
E_HOMO ... -9.41 eV
Calculated total energy ... -3020.2008 hartree
M ... 970.92 Da

Last column: Löwdin charge in e.
Geometry (Å):
C: -2.015 0.189 2.729  -0.1686
C: -3.149 0.327 1.674  -0.7331
I: -4.924 -0.487 2.621  0.8871
C: -2.729 -0.492 0.453  -0.2151
C: -3.764 -0.510 -0.692  -0.2550
C: -3.523 0.504 -1.833  -0.1643
C: -3.243 1.937 -1.347  -0.1193
C: -1.778 2.263 -0.921  -0.1706
C: -0.653 1.590 -1.722  -0.1841
C: 0.656 1.572 -0.836  -0.1572
C: 1.116 0.117 -0.537  -0.2160
C: 1.583 -0.064 0.925  -0.2095
C: 2.281 -1.412 1.199  -0.2420
C: 3.399 -1.797 0.203  -0.2421
Si: 5.028 -0.826 0.352  0.6060
C: 6.242 -1.950 1.300  -0.1726
C: 4.893 0.762 1.356  -0.1721
C: 5.699 -0.590 -1.395  -0.2468
C: 7.018 -0.890 -1.729  -0.1028
C: 7.483 -0.729 -3.014  -0.0958
C: 6.673 -0.273 -4.029  -0.0860
C: 5.361 0.044 -3.720  -0.0917
C: 4.907 -0.108 -2.429  -0.1136
C: -4.895 0.535 -2.600  -0.4493
O: -5.873 1.271 -1.889  0.0332
C: -4.680 1.194 -3.986  -0.0313
C: -6.068 1.355 -4.683  -0.3137
C: -6.386 0.286 -5.711  -0.0496
O: -6.022 1.673 -6.031  -0.0388
N: -5.435 -0.815 -2.860  0.2127
C: -5.345 -1.686 -1.819  -0.2748
N: -6.355 -2.410 -1.404  0.0755
N: -6.209 -3.326 -0.366  0.0986
N: -4.104 -1.873 -1.171  0.0115
C: -3.218 -2.446 -2.215  -0.2298
C: -1.800 -2.841 -1.754  -0.6747
C: -1.586 -4.358 -1.572  -0.1647
I: -0.421 -2.222 -3.341  0.9030
H: -1.767 -0.881 2.764  0.0803
H: -2.391 0.416 3.731  0.0540
H: -1.145 0.803 2.484  0.0548
H: -3.248 1.397 1.481  0.0712
H: -1.725 -0.194 0.127  0.1025
H: -2.624 -1.528 0.806  0.1117
H: -4.687 -0.134 -0.214  0.0949
H: -2.792 0.168 -2.576  0.1236
H: -3.870 2.093 -0.458  0.1142
H: -3.559 2.709 -2.056  0.1110
H: -1.673 2.099 0.157  0.0865
H: -1.652 3.347 -1.049  0.1241
H: -0.422 2.107 -2.659  0.1169
H: -0.837 0.542 -1.975  0.0305
H: 1.426 2.085 -1.419  0.1100
H: 0.479 2.057 0.130  0.0938
H: 1.880 -0.171 -1.265  0.0760
H: 0.290 -0.599 -0.672  0.0581
H: 0.654 -0.075 1.515  0.0856
H: 2.159 0.813 1.239  0.0856
H: 1.515 -2.202 1.138  0.1026
H: 2.653 -1.394 2.232  0.1063
H: 3.659 -2.845 0.419  0.0781
H: 3.081 -1.783 -0.845  0.0580
H: 6.348 -2.871 0.712  0.0164
H: 5.746 -2.206 2.244  0.0347
H: 7.217 -1.482 1.461  0.0332
H: 5.873 1.224 1.529  0.0384
H: 4.225 1.523 0.939  0.0238
H: 4.504 0.491 2.349  0.0299
H: 7.678 -1.278 -0.956  0.0949
H: 8.517 -0.968 -3.258  0.1078
H: 7.008 -0.156 -5.055  0.1075
H: 4.675 0.423 -4.474  0.1047
H: 3.873 0.171 -2.214  0.0860
H: -5.808 2.196 -2.153  0.1147
H: -4.371 2.241 -3.918  0.1317
H: -4.086 0.583 -4.667  0.1359
H: -6.896 1.725 -4.079  0.1433
H: -5.549 -0.321 -6.043  0.1134
H: -7.418 0.138 -6.011  0.1129
H: -6.424 -0.754 -3.108  0.1562
H: -7.241 -2.285 -1.889  0.1816
H: -6.338 -2.862 0.529  0.0785
H: -6.845 -4.105 -0.482  0.1111
H: -3.701 -3.378 -2.548  0.1310
H: -3.135 -1.856 -3.134  0.0539
H: -1.430 -2.343 -0.859  0.0517
H: -0.507 -4.538 -1.590  0.0523
H: -1.888 -4.608 -0.544  0.0869
H: -2.094 -4.966 -2.321  0.0790
N: 1.695 3.323 5.858  0.0136
C: 0.466 3.918 5.801  -0.1348
C: -0.085 3.627 4.582  -0.1206
C: 0.848 2.819 3.878  -0.1159
C: 1.935 2.648 4.693  -0.1321
H: 2.326 3.374 6.637  0.1490
H: 0.091 4.496 6.629  0.1116
H: -1.051 3.955 4.234  0.0722
H: 0.735 2.411 2.886  0.0659
H: 2.855 2.107 4.545  0.1054
N: -3.030 6.167 5.009  -0.0014
C: -1.847 6.803 5.274  -0.1510
C: -2.119 7.878 6.077  -0.1061
C: -3.521 7.888 6.311  -0.1094
C: -4.054 6.820 5.642  -0.1442
H: -3.132 5.348 4.440  0.1290
H: -0.918 6.437 4.868  0.0937
H: -1.394 8.579 6.456  0.0916
H: -4.073 8.599 6.903  0.0915
H: -5.069 6.470 5.560  0.1032
N: 8.424 -6.169 -0.921  0.0035
C: 8.137 -7.467 -0.599  -0.1401
C: 6.785 -7.562 -0.402  -0.1130
C: 6.234 -6.271 -0.619  -0.1158
C: 7.270 -5.435 -0.939  -0.1490
H: 9.341 -5.810 -1.114  0.1440
H: 8.916 -8.207 -0.537  0.1064
H: 6.250 -8.458 -0.133  0.0891
H: 5.196 -5.989 -0.548  0.0846
H: 7.287 -4.384 -1.176  0.0948

[4]
DFT (the ωB97M-V functional and the def2-TZVPD basis) results for the molecule C7H6Si at a distorted geometry.

Spin multiplicity ... 1
ΔE to the lowest compared entry with this formula, charge and spin ... 28.58 kJ/mol
Gap between HOMO and LUMO ... 10.8 eV
Structure (SMILES) ... C#C[Si](C)(C#C)C#C
E_HOMO ... -9.97 eV
Calculated total energy ... -559.6281 hartree
M ... 118.21 Da

Last column: natural (NBO) charge in e.
Geometry (Å):
C: -2.094 0.322 -2.015  -0.1422
C: -1.117 -0.051 -1.430  -0.4929
Si: 0.227 -0.053 -0.181  1.5746
C: 1.278 1.463 -0.092  -1.1333
C: 1.191 -1.631 -0.075  -0.5022
C: 1.921 -2.531 -0.357  -0.1408
C: -1.058 -0.234 1.482  -0.3781
C: -1.757 -0.085 2.426  -0.2972
H: -2.962 0.856 -2.299  0.2351
H: 1.852 1.623 -0.967  0.2533
H: 0.667 2.372 0.053  0.2633
H: 2.017 1.514 0.799  0.2713
H: 2.503 -3.456 -0.461  0.2425
H: -2.667 -0.111 3.117  0.2465